Entry from the Open Molecules 2025 dataset: a cluster of 9 separate species, C31H62Br20O3S in total at a distorted geometry (ωB97M-V/def2-TZVPD).

Values from the calculation:
- HOMO level: -0.281 Ha
- Kohn-Sham gap: 0.287 Ha
- E_LUMO: 0.164 eV

ORCA input file:
```
! RIJCOSX wB97M-V def2-TZVPD def2/J DEFGRID3
* xyz 0 1
C 5.340 0.977 3.806
C 4.506 1.915 3.275
C 2.959 1.746 3.116
O 2.267 2.952 2.895
C 1.673 3.479 4.091
C 0.096 3.411 3.994
O 2.777 0.962 1.906
C 2.664 -0.425 2.235
C 3.055 -1.371 1.026
C 3.192 -2.835 1.629
S 1.742 -3.810 1.080
C 0.121 -2.855 1.326
C -0.380 -2.267 -0.085
O 4.251 -0.887 0.362
C 3.773 -0.216 -0.850
H 4.937 0.263 4.573
H 6.406 0.840 3.507
H 4.955 2.893 2.960
H 2.555 1.112 3.953
H 1.934 4.575 4.136
H 2.035 3.016 5.044
H -0.178 2.334 3.812
H -0.261 4.012 3.118
H -0.406 3.760 4.938
H 1.610 -0.615 2.592
H 3.351 -0.700 3.091
H 2.246 -1.425 0.251
H 3.152 -2.784 2.758
H 4.158 -3.335 1.340
H 0.126 -2.088 2.127
H -0.662 -3.603 1.597
H -1.458 -1.964 0.018
H -0.227 -3.088 -0.835
H 0.183 -1.353 -0.403
H 3.474 -0.996 -1.609
H 2.865 0.404 -0.637
H 4.552 0.412 -1.346
Br 8.933 -0.095 -1.802
C 8.602 -1.863 -1.046
C 7.273 -2.409 -1.505
Br 5.768 -1.559 -0.539
H 8.677 -1.766 0.036
H 9.424 -2.483 -1.407
H 7.196 -3.473 -1.271
H 7.096 -2.262 -2.571
Br -3.417 3.225 -0.194
C -3.271 1.282 -0.286
C -2.745 0.711 1.004
Br -0.823 0.982 1.175
H -2.647 1.051 -1.146
H -4.282 0.930 -0.472
H -2.882 -0.371 1.025
H -3.205 1.149 1.887
Br 12.101 4.895 -2.543
C 10.170 4.659 -2.644
C 9.800 3.204 -2.782
Br 10.111 2.561 -4.593
H 9.818 5.271 -3.472
H 9.785 5.064 -1.708
H 8.733 3.063 -2.609
H 10.361 2.554 -2.113
Br 1.531 -4.123 -2.687
C 0.621 -4.665 -4.321
C -0.669 -3.907 -4.507
Br -2.072 -4.582 -3.338
H 0.485 -5.743 -4.265
H 1.318 -4.433 -5.127
H -1.050 -4.047 -5.519
H -0.573 -2.843 -4.302
Br -5.474 -2.205 -1.565
C -7.139 -1.297 -2.018
C -6.911 -0.217 -3.044
Br -6.106 1.363 -2.237
H -7.561 -0.926 -1.088
H -7.786 -2.077 -2.420
H -7.862 0.125 -3.457
H -6.258 -0.527 -3.857
Br 4.727 2.487 -3.936
C 2.955 3.283 -4.091
C 2.164 3.109 -2.821
Br 1.486 1.291 -2.653
H 2.479 2.831 -4.959
H 3.134 4.340 -4.288
H 1.277 3.743 -2.831
H 2.742 3.316 -1.923
Br -4.377 5.900 2.705
C -4.561 6.702 0.940
C -5.559 7.831 0.950
Br -7.388 7.161 0.987
H -4.826 5.900 0.254
H -3.566 7.072 0.692
H -5.488 8.412 0.031
H -5.447 8.494 1.805
Br 1.147 -6.568 5.794
C 1.579 -4.669 5.860
C 0.534 -3.844 5.152
Br 0.733 -3.963 3.186
H 2.576 -4.555 5.435
H 1.613 -4.424 6.922
H 0.660 -2.785 5.387
H -0.485 -4.147 5.393
Br -10.420 -0.456 -1.337
C -9.948 1.436 -1.317
C -10.968 2.262 -2.055
Br -10.757 2.086 -3.984
H -8.946 1.518 -1.733
H -9.922 1.710 -0.263
H -10.823 3.322 -1.848
H -11.994 1.987 -1.821
Br -7.266 -5.277 -2.169
C -7.055 -6.371 -0.571
C -6.328 -5.622 0.517
Br -4.417 -5.530 0.158
H -6.548 -7.283 -0.878
H -8.070 -6.612 -0.256
H -6.415 -6.150 1.467
H -6.677 -4.599 0.642
*
```



Entry from the Open Molecules 2025 dataset: the molecule C20H24N2O6S (ωB97M-V/def2-TZVPD).

Values from the calculation:
- Structure (SMILES): CC[C@H](C)NS(=O)(=O)c1ccc(OCC(=O)Nc2ccc3c(c2)OCCO3)cc1
- HOMO level: -0.301 Ha
- Kohn-Sham gap: 0.322 Ha
- E_LUMO: 0.565 eV
- Energy above the lowest of the compared OMol25 structures with the same formula, charge and spin: 1.330 eV

ORCA input file:
```
! RIJCOSX wB97M-V def2-TZVPD def2/J DEFGRID3
* xyz 0 1
C 0.402 1.409 -0.805
C 0.985 2.618 -0.084
C 2.279 2.264 0.657
C 2.793 3.420 1.512
N 3.279 1.820 -0.296
S 4.341 0.641 0.217
O 5.457 0.686 -0.682
O 4.585 0.733 1.630
C 3.348 -0.802 -0.113
C 2.671 -1.430 0.911
C 1.825 -2.492 0.635
C 1.669 -2.919 -0.681
O 0.845 -3.931 -1.077
C 0.095 -4.616 -0.098
C -0.969 -3.744 0.592
O -1.354 -3.988 1.713
N -1.389 -2.734 -0.204
C -2.248 -1.670 0.098
C -2.935 -1.572 1.305
C -3.761 -0.490 1.533
C -3.909 0.512 0.582
C -3.191 0.430 -0.615
C -2.379 -0.668 -0.855
O -3.246 1.414 -1.569
C -3.814 2.615 -1.096
C -5.079 2.318 -0.291
O -4.760 1.554 0.850
C 2.374 -2.283 -1.708
C 3.207 -1.224 -1.423
H 1.136 0.998 -1.493
H 0.131 0.635 -0.090
H -0.488 1.689 -1.364
H 0.264 3.002 0.639
H 1.197 3.410 -0.806
H 2.093 1.399 1.302
H 2.054 3.701 2.258
H 3.008 4.287 0.888
H 3.704 3.112 2.019
H 3.748 2.567 -0.785
H 2.819 -1.087 1.923
H 1.293 -2.965 1.445
H 0.735 -5.065 0.669
H -0.413 -5.423 -0.637
H -0.967 -2.687 -1.123
H -2.823 -2.341 2.050
H -4.312 -0.402 2.455
H -1.845 -0.713 -1.791
H -4.036 3.221 -1.975
H -3.094 3.142 -0.455
H -5.544 3.236 0.070
H -5.788 1.769 -0.925
H 2.244 -2.642 -2.717
H 3.764 -0.717 -2.194
*
```



Entry from the Open Molecules 2025 dataset: the molecule C2H5N3O2 at a distorted geometry (ωB97M-V/def2-TZVPD).

Values from the calculation:
- Structure (SMILES): N[C@H]1CN1[N+](=O)[O-]
- HOMO level: -0.366 Ha
- Kohn-Sham gap: 0.386 Ha
- E_LUMO: 0.533 eV
- Energy above the lowest of the compared OMol25 structures with the same formula, charge and spin: 6.760 eV

ORCA input file:
```
! RIJCOSX wB97M-V def2-TZVPD def2/J DEFGRID3
* xyz 0 1
N -1.806 0.766 0.403
C -0.721 0.062 -0.169
C 0.534 0.832 -0.497
N 0.649 -0.225 0.487
N 1.407 -1.311 0.187
O 2.445 -1.165 -0.430
O 1.025 -2.414 0.531
H -2.814 0.406 0.397
H -1.555 1.102 1.348
H -1.026 -0.608 -0.860
H 1.159 0.706 -1.288
H 0.704 1.848 -0.110
*
```